{
  "formula": "C76H84BCl2NO5Si2",
  "method": "ωB97M-V with the def2-TZVPD basis set",
  "elements": ["C", "O", "B", "O", "Si", "C", "C", "O", "O", "Si", "C", "C", "O", "N", "C", "C", "C", "Cl", "C", "C", "Cl", "C", "C", "C", "C", "C", "C", "H", "H", "H", "H", "H", "H", "H", "H", "H", "H", "H", "H", "H", "H", "H", "H", "H", "H", "H", "H", "H", "H", "H", "H", "C", "C", "C", "C", "C", "C", "H", "H", "H", "H", "H", "H", "C", "C", "C", "C", "C", "C", "H", "H", "H", "H", "H", "H", "C", "C", "C", "C", "C", "C", "H", "H", "H", "H", "H", "H", "C", "C", "C", "C", "C", "C", "H", "H", "H", "H", "H", "H", "C", "C", "C", "C", "C", "C", "H", "H", "H", "H", "H", "H", "C", "C", "C", "C", "C", "C", "H", "H", "H", "H", "H", "H", "C", "C", "C", "C", "C", "C", "H", "H", "H", "H", "H", "H", "C", "C", "C", "C", "C", "C", "H", "H", "H", "H", "H", "H", "C", "C", "C", "C", "C", "C", "H", "H", "H", "H", "H", "H", "C", "C", "C", "C", "C", "C", "H", "H", "H", "H", "H", "H"],
  "xyz": [[3.934, -3.600, 1.124], [3.774, -3.202, -0.299], [2.298, -3.312, -0.519], [1.618, -4.650, -0.516], [1.163, -1.728, -0.791], [-0.166, -1.783, 0.602], [-1.184, -3.078, 0.310], [-1.126, -4.239, 0.975], [2.089, -0.238, -0.881], [1.064, 1.184, -1.024], [-0.372, 0.958, -2.286], [0.315, 0.736, -3.778], [1.619, 0.346, -3.831], [-0.402, 0.924, -5.101], [-0.862, -0.471, -5.532], [0.650, 1.330, -6.150], [0.447, 1.605, 0.793], [-1.365, 1.977, 1.026], [1.422, 1.652, 1.938], [0.960, 2.038, 3.492], [3.273, 1.325, 1.736], [2.044, 2.791, -1.584], [3.679, 2.889, -1.683], [4.297, 4.375, -2.132], [3.334, 5.691, -2.450], [1.671, 5.558, -2.366], [1.060, 4.100, -1.926], [2.921, -3.928, 1.635], [4.684, -4.496, 1.204], [4.343, -2.691, 1.768], [2.131, -5.220, -1.172], [0.454, -1.904, -2.070], [0.351, -2.025, 1.648], [-0.878, -0.846, 0.649], [-2.017, -2.862, -0.516], [-1.000, 1.956, -2.343], [-1.142, 0.105, -2.015], [-0.085, -1.242, -5.056], [-1.932, -0.622, -5.065], [-0.843, -0.515, -6.702], [1.373, 0.430, -6.431], [1.260, 2.282, -5.781], [0.142, 1.651, -7.171], [1.440, 3.059, 3.808], [1.406, 1.191, 4.197], [-0.202, 2.070, 3.632], [4.344, 1.957, -1.428], [5.461, 4.494, -2.181], [3.805, 6.729, -2.732], [0.943, 6.460, -2.588], [-0.126, 4.002, -1.837], [3.919, 5.048, 4.781], [2.879, 5.732, 4.152], [2.396, 6.922, 4.697], [2.961, 7.432, 5.866], [4.003, 6.750, 6.493], [4.480, 5.555, 5.953], [4.292, 4.119, 4.358], [2.444, 5.338, 3.238], [1.582, 7.451, 4.211], [2.588, 8.362, 6.289], [4.444, 7.149, 7.403], [5.288, 5.021, 6.444], [4.532, -3.763, 6.329], [5.138, -4.762, 7.090], [5.112, -6.086, 6.653], [4.487, -6.410, 5.449], [3.884, -5.411, 4.686], [3.902, -4.088, 5.128], [4.550, -2.732, 6.672], [5.631, -4.508, 8.026], [5.579, -6.865, 7.250], [4.470, -7.441, 5.105], [3.398, -5.663, 3.746], [3.427, -3.311, 4.536], [-1.066, 8.006, 1.140], [-2.254, 7.602, 0.531], [-2.489, 6.249, 0.287], [-1.539, 5.298, 0.662], [-0.353, 5.702, 1.274], [-0.114, 7.056, 1.509], [-0.882, 9.061, 1.326], [-2.997, 8.343, 0.245], [-3.411, 5.935, -0.193], [-1.724, 4.244, 0.477], [0.387, 4.961, 1.568], [0.813, 7.370, 1.981], [-1.077, 11.596, 6.988], [-1.608, 11.042, 5.823], [-1.318, 9.721, 5.483], [-0.504, 8.950, 6.313], [0.024, 9.503, 7.480], [-0.258, 10.827, 7.815], [-1.300, 12.627, 7.251], [-2.248, 11.641, 5.180], [-1.727, 9.292, 4.572], [-0.282, 7.920, 6.051], [0.657, 8.902, 8.127], [0.158, 11.259, 8.721], [-5.019, -1.883, -3.345], [-3.975, -1.543, -2.484], [-3.991, -0.318, -1.819], [-5.055, 0.564, -2.006], [-6.101, 0.222, -2.864], [-6.081, -0.999, -3.537], [-5.005, -2.837, -3.866], [-3.149, -2.233, -2.333], [-3.174, -0.050, -1.153], [-5.070, 1.517, -1.484], [-6.931, 0.909, -3.008], [-6.893, -1.263, -4.209], [-7.121, -0.345, 0.817], [-7.816, 0.855, 0.672], [-8.325, 1.507, 1.795], [-8.131, 0.963, 3.065], [-7.432, -0.235, 3.210], [-6.931, -0.892, 2.086], [-6.727, -0.854, -0.059], [-7.962, 1.283, -0.317], [-8.873, 2.439, 1.681], [-8.523, 1.474, 3.940], [-7.279, -0.658, 4.200], [-6.392, -1.828, 2.199], [5.066, 0.554, -4.173], [5.514, 0.723, -5.483], [6.881, 0.722, -5.759], [7.801, 0.542, -4.725], [7.353, 0.369, -3.416], [5.986, 0.379, -3.138], [4.001, 0.558, -3.958], [4.797, 0.856, -6.289], [7.230, 0.860, -6.778], [8.866, 0.536, -4.941], [8.070, 0.227, -2.611], [5.638, 0.250, -2.117], [-3.332, -8.462, 3.190], [-2.200, -8.831, 3.916], [-0.978, -8.204, 3.671], [-0.891, -7.199, 2.707], [-2.024, -6.827, 1.984], [-3.243, -7.461, 2.221], [-4.283, -8.953, 3.378], [-2.269, -9.609, 4.672], [-0.095, -8.496, 4.233], [0.059, -6.707, 2.520], [-1.956, -6.043, 1.233], [-4.125, -7.175, 1.654], [-5.391, -8.470, -1.220], [-4.784, -9.469, -0.459], [-4.810, -10.793, -0.896], [-5.435, -11.117, -2.101], [-6.039, -10.118, -2.864], [-6.020, -8.795, -2.422], [-5.373, -7.439, -0.877], [-4.291, -9.215, 0.476], [-4.344, -11.572, -0.299], [-5.452, -12.148, -2.444], [-6.524, -10.370, -3.803], [-6.495, -8.017, -3.014], [1.671, -1.848, -8.715], [2.813, -2.087, -7.953], [3.866, -2.829, -8.487], [3.781, -3.324, -9.788], [2.639, -3.082, -10.552], [1.582, -2.348, -10.015], [0.849, -1.273, -8.298], [2.883, -1.696, -6.941], [4.754, -3.021, -7.890], [4.603, -3.898, -10.206], [2.574, -3.466, -11.567], [0.691, -2.164, -10.608]],
  "forces_ev_per_angstrom": [[0.5, -0.2, 1.3], [-3.4, -0.8, 1.3], [2.2, -3.0, 0.5], [2.5, 2.3, -1.7], [0.6, 1.8, 0.1], [-1.8, -1.6, 1.3], [0.7, -3.7, 3.0], [-0.2, 7.5, -4.2], [-3.2, 0.2, 0.2], [2.0, 0.1, 0.0], [-1.1, 0.3, -1.7], [5.7, -2.0, -0.5], [-7.7, 2.5, 0.8], [2.1, -0.7, 0.5], [-0.2, -0.5, 1.0], [0.9, 0.8, -0.8], [3.4, -0.1, 3.2], [2.3, -0.9, 0.1], [-3.8, 0.6, -1.4], [1.0, -0.8, -0.4], [-3.2, 0.5, 0.1], [1.8, 3.3, -1.1], [-3.3, 4.2, -0.9], [-3.7, -0.3, 0.5], [-1.9, -3.8, 1.1], [2.7, -3.9, 1.1], [3.6, 1.1, -0.4], [1.9, 0.5, -1.1], [-1.5, 1.7, -0.2], [-0.8, -1.8, -1.6], [-0.8, 0.8, 1.5], [-0.2, 0.1, -0.1], [-1.2, 0.8, -2.2], [1.5, -1.7, 0.0], [1.6, -0.7, 1.7], [1.1, -2.0, 0.1], [1.6, 1.6, -0.8], [-1.8, 1.3, -1.4], [2.1, 0.0, -1.2], [-0.3, 0.0, 2.4], [-1.3, 1.9, 0.8], [-1.2, -2.3, -0.7], [0.6, -0.7, 2.3], [-0.9, -2.0, -0.7], [-1.0, 1.9, -1.5], [2.3, -0.1, -0.6], [-1.4, 2.2, -0.6], [-2.5, -0.2, 0.0], [-0.9, -2.4, 0.6], [1.8, -2.1, 0.5], [2.9, 0.2, -0.2], [0.0, 0.1, 0.1], [0.0, 0.1, 0.2], [0.2, -0.1, 0.1], [0.0, -0.1, -0.1], [-0.1, -0.1, -0.1], [-0.2, 0.1, -0.1], [0.0, 0.1, 0.0], [0.1, 0.1, 0.1], [0.1, 0.0, 0.1], [0.0, -0.1, -0.1], [-0.1, -0.1, -0.1], [-0.1, 0.1, -0.1], [0.0, -0.2, -0.1], [-0.1, 0.0, -0.1], [-0.1, 0.1, -0.1], [0.0, 0.2, 0.1], [0.1, 0.0, 0.1], [0.1, -0.1, 0.1], [0.0, -0.2, 0.0], [-0.1, 0.0, -0.1], [-0.1, 0.1, -0.1], [0.0, 0.2, 0.0], [0.1, 0.0, 0.1], [0.1, -0.1, 0.1], [0.0, -0.2, 0.0], [0.1, -0.1, 0.0], [0.2, 0.1, 0.1], [-0.1, 0.2, -0.1], [-0.1, 0.1, 0.0], [-0.2, -0.1, -0.1], [0.0, -0.1, 0.0], [0.1, -0.1, 0.0], [0.1, 0.0, 0.1], [0.0, 0.5, 0.0], [-0.1, 0.1, -0.1], [-0.1, 0.0, -0.1], [0.0, -0.2, 0.0], [0.1, -0.1, 0.1], [0.1, 0.1, 0.2], [0.0, 0.2, 0.0], [-0.1, 0.1, -0.1], [-0.1, -0.1, -0.2], [0.0, -0.2, 0.0], [0.1, -0.1, 0.1], [0.0, 0.0, 0.1], [0.0, 0.1, 0.0], [-0.1, 0.1, -0.1], [-0.1, -0.1, -0.1], [0.0, 0.1, 0.0], [-0.1, 0.2, 0.0], [-0.2, -0.1, -0.1], [0.0, -0.1, -0.1], [0.2, -0.1, 0.0], [0.2, 0.0, 0.1], [0.0, 0.1, 0.1], [-0.1, 0.1, -0.1], [-0.1, 0.0, 0.0], [0.0, -0.1, -0.1], [0.1, -0.1, 0.0], [0.1, 0.0, 0.1], [0.0, 0.0, 0.1], [0.0, -0.1, 0.2], [0.1, -0.2, 0.0], [0.1, -0.1, -0.2], [0.0, 0.1, -0.1], [-0.1, 0.2, 0.0], [-0.1, 0.1, 0.1], [0.0, -0.1, 0.1], [0.1, -0.1, 0.0], [0.1, -0.1, -0.1], [0.0, 0.1, -0.2], [-0.1, 0.1, 0.0], [0.0, 0.0, 0.0], [0.1, 0.0, 0.1], [0.0, 0.0, 0.2], [-0.2, 0.0, 0.0], [-0.1, 0.0, -0.1], [0.1, 0.0, -0.3], [0.1, 0.0, 0.0], [0.1, 0.0, 0.1], [0.0, 0.0, 0.1], [-0.1, 0.0, 0.0], [-0.1, 0.0, -0.1], [0.0, -0.1, -0.1], [0.1, 0.1, 0.0], [0.0, 0.1, -0.1], [-0.2, 0.1, -0.1], [-0.2, -0.2, 0.1], [-0.1, -0.1, -0.1], [0.3, -0.1, 0.2], [0.1, 0.0, 0.0], [0.0, 0.1, -0.1], [-0.1, 0.0, -0.1], [-0.2, 0.0, 0.0], [0.0, -0.4, 0.3], [0.1, 0.0, 0.1], [0.0, -0.2, -0.1], [-0.1, 0.0, -0.1], [-0.1, 0.1, -0.2], [0.0, 0.2, 0.1], [0.1, 0.0, 0.1], [0.1, -0.1, 0.1], [0.0, -0.1, 0.0], [-0.1, -0.1, -0.2], [-0.1, 0.1, -0.1], [0.0, 0.1, 0.0], [0.1, 0.0, 0.1], [0.1, -0.1, 0.1], [0.2, -0.1, -0.1], [0.0, 0.0, -0.1], [-0.1, 0.0, -0.1], [-0.1, 0.1, 0.1], [0.0, 0.1, 0.1], [0.1, 0.0, 0.1], [0.1, -0.1, -0.1], [0.0, -0.1, -0.1], [-0.1, 0.0, -0.1], [-0.1, 0.1, 0.1], [0.0, 0.1, 0.2], [0.1, 0.0, 0.1]],
  "mulliken_charge": [-0.486, -0.403, 0.481, -0.535, 0.255, 0.099, -0.234, -0.503, -0.066, -0.494, 0.123, -0.261, -0.316, -0.073, -0.513, -0.557, 0.822, -0.276, 0.181, -0.891, -0.170, 0.688, -0.054, -0.661, -0.434, -0.615, -0.169, 0.103, 0.300, 0.244, 0.253, -0.306, 0.351, 0.156, 0.146, 0.371, -0.133, 0.252, 0.136, 0.292, 0.078, 0.293, 0.279, 0.155, 0.315, 0.287, 0.321, 0.308, 0.291, 0.320, 0.028, -0.575, -0.256, -0.385, -0.383, -0.508, -0.350, 0.408, 0.491, 0.390, 0.443, 0.360, 0.366, -0.418, -0.377, -0.332, -0.492, -0.226, -0.280, 0.353, 0.348, 0.352, 0.364, 0.311, 0.404, -0.579, -0.457, -0.786, 0.064, 0.139, -0.432, 0.457, 0.374, 0.399, 0.079, 0.287, 0.455, -0.362, -0.438, -0.387, -0.331, -0.464, -0.415, 0.351, 0.359, 0.431, 0.483, 0.416, 0.356, -0.750, -0.182, 0.343, -1.040, -0.320, -0.480, 0.424, 0.394, 0.435, 0.465, 0.384, 0.390, -0.120, -0.299, -0.477, -0.375, -0.363, -0.589, 0.378, 0.358, 0.367, 0.357, 0.362, 0.402, 0.190, -0.573, -0.492, -0.364, -0.604, -0.493, 0.411, 0.439, 0.378, 0.354, 0.367, 0.443, -0.406, -0.429, -0.346, -0.501, -0.242, -0.546, 0.392, 0.346, 0.374, 0.456, 0.540, 0.476, -0.326, 0.192, -0.565, -0.320, -0.433, -0.387, 0.351, 0.048, 0.356, 0.353, 0.345, 0.351, 0.069, -0.325, -0.563, -0.370, -0.362, -0.506, 0.133, 0.486, 0.394, 0.353, 0.348, 0.360],
  "e_lumo_ha": -0.0061,
  "homo_energy_ev": -8.53,
  "multiplicity": 1,
  "orbital_gap_ev": 8.37,
  "total_energy_ev": -133367.1069,
  "fmax_ev_per_a": 8.66
}